Here is C42H44ClN5O11P2Sr as an isolated structure at a distorted geometry from the OMol25 dataset. Energies are from ωB97M-V with the def2-TZVPD basis set.

The HOMO energy is -2.2 eV. For the frontier orbital gap, the calculation gives 6.25 eV. As for the total charge: -2. The calculation puts the energy above the lowest of the compared OMol25 structures with the same formula, charge and spin at 45.7 kcal/mol.

CARTESIAN COORDINATES (ANGSTROEM)
1 Sr -0.1032 0.1853 0.0259
2 C -3.9038 3.7926 -1.9130
3 C -3.3298 2.4913 -1.3399
4 C -2.9356 1.5892 -2.5230
5 P -1.9564 2.4703 -0.0821
6 C -2.6892 3.1261 1.5000
7 C -3.9426 3.9909 1.4111
8 C -1.6171 3.8346 2.3415
9 C -0.7222 3.7345 -0.6459
10 C -1.1570 5.0236 -1.0069
11 C -0.3599 5.9600 -1.6377
12 C 0.9405 5.5672 -1.9773
13 C 1.4284 4.3446 -1.5753
14 C 0.6720 3.4225 -0.7887
15 N 1.2699 2.2938 -0.2347
16 C 2.5749 2.4048 0.2465
17 C 3.1317 3.6574 0.6622
18 C 4.4234 3.7858 1.1270
19 C 5.2686 2.6765 1.2490
20 C 4.7268 1.4426 0.9416
21 C 3.4164 1.2619 0.4681
22 P 2.6828 -0.4119 0.3295
23 C 3.6457 -1.3070 -0.9598
24 C 5.1734 -1.2573 -0.9300
25 C 3.1798 -0.7905 -2.3332
26 C 3.0044 -1.2418 1.9706
27 C 4.2573 -2.1042 2.1101
28 C 2.8976 -0.2599 3.1455
29 H -4.7550 3.5395 -2.5582
30 H -3.1672 4.2995 -2.5398
31 H -4.2573 4.5003 -1.1628
32 H -4.1290 1.9838 -0.7872
33 H -2.1359 2.0414 -3.1200
34 H -3.8022 1.4412 -3.1816
35 H -2.5526 0.6089 -2.2319
36 H -2.9560 2.2039 2.0252
37 H -3.7267 4.9656 0.9582
38 H -4.3176 4.1814 2.4240
39 H -4.7506 3.5248 0.8412
40 H -1.3536 4.7985 1.8886
41 H -0.7011 3.2471 2.4408
42 H -2.0089 4.0172 3.3500
43 H -2.1804 5.2917 -0.7773
44 H -0.7436 6.9417 -1.8906
45 H 1.5806 6.2289 -2.5550
46 H 2.4442 4.0657 -1.8299
47 H 2.5023 4.5374 0.6334
48 H 4.7744 4.7699 1.4253
49 H 6.2858 2.7700 1.6116
50 H 5.3303 0.5555 1.1096
51 H 3.3098 -2.3460 -0.8533
52 H 5.5177 -0.2273 -1.0676
53 H 5.5678 -1.8486 -1.7677
54 H 5.6152 -1.6456 -0.0144
55 H 3.5755 0.2205 -2.5033
56 H 2.0951 -0.7274 -2.4255
57 H 3.5598 -1.4443 -3.1290
58 H 2.1448 -1.9178 2.0313
59 H 5.1680 -1.4964 2.0975
60 H 4.3428 -2.8664 1.3307
61 H 4.2291 -2.6287 3.0731
62 H 3.8093 0.3393 3.2313
63 H 2.7687 -0.8267 4.0761
64 H 2.0614 0.4405 3.0635
65 O -1.1210 -1.0621 -4.0582
66 C -0.5522 -1.1778 -2.9660
67 O -0.2487 -0.2219 -2.1599
68 C -0.1597 -2.5902 -2.5099
69 C -0.0844 -3.5468 -3.4849
70 C 0.2574 -4.8640 -3.1774
71 C 0.5234 -5.2510 -1.8886
72 C 0.4187 -4.3225 -0.8851
73 C 0.0912 -2.9402 -1.1090
74 O 0.0287 -2.0901 -0.1804
75 N 0.6691 -4.8701 0.4787
76 O 1.3412 -5.8933 0.5606
77 O 0.0771 -4.3811 1.4161
78 N 0.3195 -5.8834 -4.2435
79 O 0.5973 -7.0319 -3.9326
80 O 0.0737 -5.5427 -5.3868
81 H -0.3114 -3.2560 -4.5018
82 H 0.7851 -6.2700 -1.6579
83 O -1.7287 -0.6560 5.8404
84 C -2.3306 -1.7033 5.2980
85 O -2.8565 -2.5763 5.9478
86 C -2.3115 -1.7112 3.8070
87 C -2.9121 -2.6051 2.9508
88 Cl -3.9311 -3.9519 3.2362
89 N -2.6699 -2.1933 1.6872
90 N -1.9197 -1.0653 1.6742
91 C -1.6958 -0.7800 2.9438
92 C -0.8322 0.4324 3.2474
93 O -0.8165 0.8305 4.4366
94 O -0.2272 0.9173 2.2547
95 C -3.0190 -2.7770 0.4069
96 C -2.9511 -4.1392 0.2069
97 C -3.2249 -4.6418 -1.0651
98 C -3.5360 -3.7845 -2.1136
99 C -3.5850 -2.4083 -1.8922
100 C -3.3362 -1.9078 -0.6245
101 H -1.3407 -0.0615 5.1291
102 H -2.6389 -4.7960 1.0127
103 H -3.1438 -5.7117 -1.2387
104 H -3.7010 -4.1794 -3.1102
105 H -3.7657 -1.7192 -2.7118
106 H -3.3527 -0.8384 -0.4344

Here is C42H44MgO3P2S as an isolated structure at a distorted geometry from the OMol25 dataset. Energies are from ωB97M-V with the def2-TZVPD basis set.

The HOMO energy is -7.8 eV. For the frontier orbital gap, the calculation gives 7.53 eV. As for the total charge: 0. The calculation puts the energy above the lowest of the compared OMol25 structures with the same formula, charge and spin at 34.4 kcal/mol.

CARTESIAN COORDINATES (ANGSTROEM)
1 Mg -0.5081 0.5869 2.0099
2 C 4.3693 -1.7568 2.3756
3 C 4.2862 -1.3365 1.1075
4 C 4.1180 -2.2127 -0.0967
5 C 2.6496 -2.6105 -0.3841
6 C 1.9847 -3.5113 0.6003
7 C 2.4982 -4.1755 1.6405
8 C 3.9451 -4.3092 1.9623
9 C 4.5665 -3.1709 2.8198
10 C -2.3021 -0.1750 2.5313
11 H 4.2944 -1.0327 3.1999
12 H 4.3050 -0.2595 0.8615
13 H 4.7548 -3.0986 -0.0865
14 H 4.4477 -1.6335 -0.9714
15 H 2.0804 -1.6661 -0.4006
16 H 2.5968 -3.0708 -1.3905
17 H 0.9115 -3.5793 0.4236
18 H 1.8292 -4.6902 2.3439
19 H 4.5552 -4.4824 1.0639
20 H 4.0343 -5.2087 2.5947
21 H 4.1663 -3.2675 3.8383
22 H 5.6443 -3.3784 2.8794
23 H -2.7781 -0.0598 3.5074
24 H -2.0187 -1.2260 2.4416
25 H -2.9241 0.1772 1.7049
26 P -1.2579 3.2527 -1.7998
27 P -3.4543 0.9396 -2.4250
28 C -1.0072 2.0164 -3.0760
29 C -2.0350 1.2291 -3.4844
30 C -1.2223 4.7247 -2.9964
31 C -0.6375 4.6749 -4.2713
32 C -0.7010 5.7810 -5.1280
33 C -1.3716 6.9383 -4.7243
34 C -1.9929 6.9812 -3.4701
35 C -1.9317 5.8776 -2.6176
36 C 0.4715 3.1800 -1.1774
37 C 0.8058 1.9717 -0.5429
38 C 2.0751 1.7952 -0.0114
39 C 3.0497 2.7913 -0.1918
40 C 2.7235 3.9817 -0.8480
41 C 1.4255 4.1918 -1.3331
42 C -4.6933 1.0075 -3.8801
43 C -4.7246 2.1837 -4.6494
44 C -5.4965 2.2382 -5.8118
45 C -6.2581 1.1372 -6.2129
46 C -6.2683 -0.0084 -5.4198
47 C -5.5110 -0.0707 -4.2452
48 C -3.3112 -0.8906 -2.2817
49 C -4.1240 -1.5120 -1.3140
50 C -4.1175 -2.9004 -1.1901
51 C -3.2848 -3.6737 -2.0086
52 C -2.4463 -3.0553 -2.9410
53 C -2.4431 -1.6613 -3.0656
54 H -0.0128 1.9604 -3.5408
55 H -2.0574 0.7395 -4.4698
56 H -0.1279 3.7770 -4.6176
57 H -0.2332 5.7436 -6.1161
58 H -1.4248 7.8053 -5.3868
59 H -2.5318 7.8771 -3.1567
60 H -2.4256 5.8961 -1.6445
61 H 0.0653 1.1524 -0.5108
62 H 2.2928 0.8959 0.5715
63 H 4.0557 2.6328 0.1969
64 H 3.4701 4.7659 -0.9689
65 H 1.1679 5.1248 -1.8404
66 H -4.1140 3.0398 -4.3476
67 H -5.4962 3.1434 -6.4136
68 H -6.8378 1.1696 -7.1337
69 H -6.8567 -0.8762 -5.7042
70 H -5.5185 -0.9712 -3.6253
71 H -4.7679 -0.8991 -0.6828
72 H -4.7783 -3.3756 -0.4640
73 H -3.3105 -4.7617 -1.9294
74 H -1.8046 -3.6596 -3.5841
75 H -1.7705 -1.1957 -3.7832
76 C 4.0283 -2.5181 8.6000
77 C 3.0131 -2.2650 7.5158
78 C 2.2453 -1.0941 7.5373
79 C 1.4612 -0.7084 6.4253
80 C 1.4728 -1.4840 5.2406
81 C 1.9970 -2.7824 5.3619
82 C 2.7506 -3.1768 6.4792
83 S 0.5063 -1.1538 3.7465
84 O -0.0342 -2.4548 3.4640
85 O -0.4526 -0.0945 4.1220
86 O 1.2188 -0.5459 2.5469
87 H 4.8300 -1.7632 8.5818
88 H 3.5524 -2.4673 9.5910
89 H 4.5035 -3.4955 8.4824
90 H 2.2735 -0.4802 8.4466
91 H 0.8884 0.2176 6.4503
92 H 1.8278 -3.5016 4.5544
93 H 3.1671 -4.1899 6.5466

Among the records above, which one has the highest total charge?
C42H44MgO3P2S

What is the total charge in the first record?
-2

Among the records above, which one has the lowest total charge?
C42H44ClN5O11P2Sr

What is the formula in the first record?
C42H44ClN5O11P2Sr